Record 1
24
Properties=species:S:1:pos:R:3:forces:R:3 method="wB97M-V/def2-TZVPD" homo_energy_ev=-9.8 homo_lumo_gap_ev=10.0 lumo_energy_ev=0.13 smiles="C[C@@]1(CBr)C=CCC(F)(F)[C@@H]1[N+](=O)[O-]" total_energy_ev=-89516.850 de_lowest_kcal_mol=0.0 charge=0
C -0.38658 1.52776 1.39106 -2.355 -1.563 -0.649
C -0.49229 0.68513 0.07991 0.329 -0.891 -0.599
C -1.78559 1.11342 -0.59807 -0.983 0.341 -1.888
Br -3.35020 0.58647 0.41669 -0.460 0.056 0.033
C 0.63959 1.01149 -0.87552 1.949 -0.538 1.052
C 1.83001 0.35114 -0.94330 -2.020 3.460 -1.533
C 2.05207 -0.88983 -0.23234 -0.646 -0.905 -0.167
C 0.99623 -1.34071 0.71269 -1.786 -0.695 0.962
F 1.24837 -0.98467 1.99908 0.253 0.620 0.204
F 0.92239 -2.75050 0.83354 0.237 1.379 -0.884
C -0.46145 -0.81918 0.39297 0.183 -1.151 1.175
N -0.96537 -1.66123 -0.79995 -2.290 -0.827 1.736
O -2.03478 -2.29119 -0.64919 2.160 1.292 -0.277
O -0.28969 -1.65627 -1.78784 0.255 -0.071 -0.681
H -1.48554 1.47422 1.82291 2.601 0.481 -0.261
H -0.12307 2.47807 0.98697 0.081 1.102 0.476
H 0.38301 1.11288 2.02428 -0.035 0.212 0.373
H -2.05086 0.80312 -1.69892 1.110 0.265 2.172
H -1.75305 2.21207 -0.57344 -0.300 -0.302 -0.191
H 0.60901 1.97749 -1.34380 -0.353 0.240 -0.450
H 2.50250 0.87504 -1.70586 -0.294 -1.486 1.476
H 2.06769 -1.67467 -0.91008 -0.328 -1.582 -2.039
H 3.00010 -1.07147 0.13268 2.142 0.390 1.578
H -1.07249 -1.06859 1.32552 0.552 0.173 -1.618

Record 2
20
Properties=species:S:1:pos:R:3:forces:R:3 method="wB97M-V/def2-TZVPD" homo_energy_ev=-9.3 homo_lumo_gap_ev=9.9 lumo_energy_ev=0.60 smiles=Br[C@]12C[C@@H]3C[C@@]1(I)C[C@@H]3C2 total_energy_ev=-86599.317 charge=0
Br -2.02269 2.23954 -0.01646 -0.597 0.732 0.210
C -0.61365 1.00607 0.02671 0.156 -0.589 0.358
C 0.35854 1.11844 -1.13111 1.426 1.635 1.887
C 0.99179 -0.24077 -0.83240 0.443 0.239 0.992
C -0.22776 -1.10867 -1.18244 0.740 -1.600 1.821
C -1.05173 -0.61886 0.02689 1.212 0.771 -0.842
I -3.05839 -1.20377 -0.04142 -0.265 0.047 0.092
C -0.21244 -1.12853 1.20076 1.471 -2.047 -3.313
C 1.04702 -0.24323 0.77562 -3.825 -0.436 -0.425
C 0.45272 1.10246 1.11195 -2.699 -1.723 4.139
H 1.04046 2.08051 -0.95144 -1.500 -2.163 -0.902
H -0.20270 1.12714 -2.00065 -0.425 0.328 -2.201
H 2.01423 -0.30732 -1.16398 0.061 -0.778 -0.859
H -0.57884 -0.86374 -2.10872 -1.238 1.168 -2.406
H -0.23717 -2.21500 -1.26731 0.692 0.443 0.760
H 0.02200 -2.26147 1.10010 -0.610 1.810 0.199
H -0.76894 -0.93942 2.05665 -0.112 0.542 2.136
H 1.91610 -0.62920 1.13405 2.629 -0.444 1.316
H 0.04480 1.19847 2.22893 0.689 -0.541 -2.278
H 1.08666 1.88737 1.03427 1.752 2.606 -0.684

Record 3
23
Properties=species:S:1:pos:R:3:forces:R:3 method="wB97M-V/def2-TZVPD" homo_energy_ev=-8.4 homo_lumo_gap_ev=6.4 lumo_energy_ev=-2.00 total_energy_ev=-46327.819 de_lowest_kcal_mol=51.2 charge=0
C -2.12420 1.92279 -0.97147 2.067 -3.788 -0.090
C -2.49471 1.11716 0.06975 -2.909 -1.084 1.831
C -1.15742 1.48062 -1.87680 1.225 0.565 0.992
C -2.04149 -0.19247 0.14639 2.718 0.906 -1.146
C -0.33300 0.40248 -1.50760 -4.334 0.697 0.717
C -0.84312 -0.54786 -0.55971 -0.405 1.883 -1.654
C 2.89481 -0.60170 0.23941 1.418 1.895 -0.282
C -0.22845 -1.80150 -0.51324 2.294 1.746 -0.410
N 1.83833 -1.31705 0.89069 -2.169 0.097 -1.063
O -0.17471 -1.10516 2.54323 -2.612 -0.843 0.564
P 0.99733 -0.49633 1.99498 1.418 0.060 -1.739
Cl 0.62438 1.50068 1.32847 0.255 -0.625 0.442
Cl 2.27848 -0.21707 3.44334 1.241 0.750 1.308
H -2.57736 2.79828 -1.06526 -1.835 3.751 -0.689
H -3.38414 1.43711 0.74100 1.772 -0.544 -1.117
H -0.95557 2.17042 -2.69130 0.440 -0.405 -0.067
H -2.34583 -0.95929 0.76595 -1.257 -0.984 1.621
H 0.50516 0.19997 -2.03278 2.634 -0.702 -1.607
H 2.87076 0.55581 0.66711 0.921 -2.807 -1.542
H 3.83624 -1.18148 0.45878 -0.497 1.076 0.182
H 2.96754 -0.58074 -0.92895 -0.968 0.071 1.795
H -0.73149 -2.48184 0.07092 -0.541 -1.974 1.301
H 0.57845 -2.10284 -1.21291 -0.876 0.259 0.654

Record 4
21
Properties=species:S:1:pos:R:3:forces:R:3 method="wB97M-V/def2-TZVPD" multiplicity=4 homo_energy_ev="-7.9 / -8.5" s_squared=3.995 homo_lumo_gap_ev="6.5 / 6.9" lumo_energy_ev="-1.40 / -1.62" total_energy_ev=-24659.444 charge=0
C 0.05304 -1.42136 -1.95427 -0.488 -1.412 1.277
C -1.25688 -1.32925 -1.32685 1.574 -0.923 0.854
C -1.14628 -1.79681 0.00948 0.637 0.137 -1.634
C 0.19796 -2.26177 0.23038 -0.045 0.125 -2.132
C 0.93320 -2.06800 -1.00322 -1.355 -1.289 -0.682
Tc 0.57867 -0.15694 -0.24846 1.257 2.252 -0.081
C -0.99295 1.57020 -1.32362 -3.934 0.373 0.767
C -0.78732 2.77792 -2.39020 2.708 -4.983 4.750
C 0.45201 3.09412 -2.63849 -0.557 3.098 -2.960
N 2.52087 -0.02036 0.10488 -2.110 3.435 -2.413
H -1.93991 -1.87785 0.70892 -0.403 0.288 0.530
H -2.14629 -0.99667 -1.80428 -0.378 0.311 -0.102
H 0.55723 -2.76086 1.09978 0.225 0.083 0.450
H 1.89242 -2.46456 -1.22150 0.680 0.023 -0.039
H 0.26455 -1.25871 -2.98354 0.180 0.318 -0.472
H -1.93753 0.98813 -1.66676 1.878 0.714 0.293
H 2.54933 1.15784 -0.28781 -0.220 -3.512 1.399
H -1.38662 1.81898 -0.23152 1.067 0.290 -2.053
H 0.26089 3.87485 -3.38407 0.659 0.811 -0.467
H 1.55372 3.06420 -2.57443 -0.902 -1.142 0.863
Cl 0.46208 -0.01180 1.99988 -0.471 1.002 1.852

Record 5
23
Properties=species:S:1:pos:R:3:forces:R:3 method="wB97M-V/def2-TZVPD" multiplicity=5 homo_energy_ev="-2.8 / -4.2" s_squared=6.043 homo_lumo_gap_ev="6.4 / 7.8" lumo_energy_ev="3.69 / 3.54" total_energy_ev=-55721.762 charge=-1
C 0.93022 0.12571 -1.54079 -1.234 -1.407 -1.878
C -0.52785 0.28417 -1.69364 1.328 -1.367 -1.169
C -1.11790 -1.01308 -1.53605 0.904 0.560 -0.474
C -0.10287 -1.94460 -1.21037 0.949 0.964 -0.815
C 1.15458 -1.26771 -1.16712 -1.433 0.256 -1.514
Co 0.27863 0.34475 0.25986 -0.547 -4.673 0.184
N 1.88578 -0.19320 1.07099 0.195 0.893 2.707
C 0.46557 1.97848 0.85352 1.000 4.432 2.140
C -0.90960 1.85387 0.45574 0.505 2.761 1.214
H -2.15625 -1.23297 -1.72474 -0.114 -0.017 0.365
H -1.03266 1.19139 -1.99194 0.080 -0.276 -0.149
H -0.22543 -3.00951 -1.09440 -0.115 0.028 0.345
H 2.10860 -1.70831 -0.93854 -0.007 0.036 0.090
H 1.67850 0.84678 -1.84333 -0.003 -0.032 0.304
H -1.18164 2.49913 -0.40075 -0.210 -0.869 0.413
H 0.68124 1.92772 1.97740 0.081 0.417 -1.750
H 1.46992 -0.05235 2.07130 1.363 -0.494 -1.491
H -1.61941 1.84172 1.30543 0.211 -0.139 -0.761
H 1.30736 2.37245 0.15024 -1.599 -0.257 1.491
F -0.68462 -0.49017 2.81036 -0.412 -0.630 0.245
C -0.61205 -0.96018 1.51608 0.308 0.686 -1.690
F 0.10590 -2.13997 1.55997 -1.087 -0.121 0.926
F -1.89603 -1.25411 1.11078 -0.164 -0.752 1.266

Record 6
25
Properties=species:S:1:pos:R:3:forces:R:3 method="wB97M-V/def2-TZVPD" multiplicity=8 homo_energy_ev="-9.8 / -11.3" s_squared=15.781 homo_lumo_gap_ev="5.0 / 6.0" lumo_energy_ev="-4.75 / -5.30" total_energy_ev=-47299.319 de_lowest_kcal_mol=96.4 charge=+1
O -1.13982 1.95240 -3.75843 0.072 -0.802 2.655
C -1.11921 1.43133 -2.67004 -1.130 0.236 -3.388
Eu -0.47601 2.28139 -0.43425 -0.040 0.203 -0.070
C -2.13783 1.21726 1.16109 -4.104 -0.618 4.373
O -2.90925 1.07035 2.02109 3.404 0.381 -3.836
C -2.26966 -0.91759 -1.93589 0.919 -0.739 -0.799
O -1.28927 -1.49935 -1.47717 -0.664 0.911 -0.350
C 1.18851 1.16012 -1.94412 2.226 -0.242 -2.200
O 1.87303 0.92642 -2.83353 -1.403 0.232 1.773
C -2.36900 0.59578 -2.09587 0.387 -1.764 1.163
O -3.35404 1.14799 -1.61572 -0.677 1.326 -0.503
H -3.14644 -1.53947 -2.36048 0.801 1.214 0.805
C 0.03040 -1.08959 2.19896 -0.224 0.398 -0.437
P 0.76783 -0.05824 0.85739 0.708 -1.398 1.480
C 2.09614 0.76267 1.88571 0.059 0.027 -0.727
C 1.71312 -1.40443 0.01029 0.460 0.445 -0.354
H -0.48538 -0.40273 2.87125 -0.037 -0.313 0.269
H 0.81536 -1.65375 2.72967 -0.362 0.261 -0.231
H -0.69137 -1.76889 1.73288 0.079 0.027 0.261
H 2.67239 -0.02461 2.38833 -0.040 0.309 -0.097
H 2.74514 1.32038 1.19553 0.129 -0.173 0.280
H 1.72720 1.47966 2.63124 -0.163 -0.306 -0.174
H 2.53105 -1.78918 0.65716 -0.517 0.359 -0.345
H 1.09361 -2.24898 -0.31978 -0.128 0.452 0.247
H 2.13349 -0.94891 -0.89529 0.245 -0.426 0.204